#w
Entry from the OMol25 dataset: a cluster of 2 separate species, C9H14O in total (ωB97M-V/def2-TZVPD).

```
24
Properties=species:S:1:pos:R:3:mulliken_charge:R:1
C -2.42 -1.35 1.38 -0.892
C -1.80 -2.56 0.59 -0.611
H -3.28 -1.02 0.82 0.235
H -2.80 -1.81 2.29 0.365
H -1.72 -0.57 1.67 0.274
H -2.71 -3.13 0.31 0.307
H -1.21 -3.10 1.32 0.246
H -1.04 -2.23 -0.11 0.071
C 3.39 0.84 0.29 -1.408
C -0.08 2.17 -0.54 -0.779
C 1.18 2.04 0.05 -0.570
C -0.58 1.07 -1.25 0.965
C 1.94 0.88 -0.14 0.713
C 0.16 -0.11 -1.42 -0.813
C 1.37 -0.25 -0.76 -0.281
O -1.84 1.12 -1.77 -0.539
H -0.58 3.12 -0.49 0.322
H 1.46 2.71 0.87 0.287
H -2.29 1.85 -1.35 0.289
H -0.23 -0.93 -2.01 0.485
H 3.64 1.77 0.76 0.372
H 4.02 0.88 -0.63 0.300
H 1.71 -1.26 -0.59 0.326
H 3.70 -0.11 0.71 0.338
```

Calculated values
SMILES string: Cc1ccc(O)cc1.CC
Highest occupied orbital energy, eV: -8.24

#x
Entry from the OMol25 dataset: a cluster of 2 separate species, C9H14O in total (ωB97M-V/def2-TZVPD).

```
24
Properties=species:S:1:pos:R:3:mulliken_charge:R:1
C -1.62 0.65 2.17 -1.225
C -0.41 -0.46 0.33 0.033
C -1.05 -0.60 1.55 0.476
C -0.13 -1.52 -0.53 -0.586
C -1.03 -1.91 2.06 -0.678
C -0.12 -2.80 0.00 0.708
C -0.76 -2.98 1.22 -0.507
O 0.34 -3.84 -0.75 -0.537
H -0.23 0.48 -0.21 0.073
H 0.37 -1.44 -1.49 0.333
H -1.72 0.62 3.25 0.385
H -2.63 0.81 1.76 0.251
H -1.50 -1.99 3.04 0.336
H -0.77 -3.98 1.65 0.241
H 0.02 -4.71 -0.47 0.319
H -0.93 1.46 1.94 0.329
C 0.99 2.49 -1.47 -0.642
C 2.01 3.05 -2.41 -1.040
H 1.52 1.98 -0.65 0.267
H 0.36 3.25 -1.02 0.271
H 0.35 1.72 -1.91 0.290
H 1.55 3.74 -3.13 0.294
H 2.57 2.30 -2.97 0.308
H 2.80 3.66 -1.94 0.302
```

Calculated values
SMILES string: Cc1ccc(O)cc1.CC
Highest occupied orbital energy, eV: -8.33

Energies relative to the most stable structure are #w 0.318; #x 0.000, reported in eV.

#w
Entry from the OMol25 dataset: the molecule CH5N3 (ωB97M-V/def2-TZVPD).

```
9
Properties=species:S:1:pos:R:3:mulliken_charge:R:1
N 1.02 -0.47 -0.79 -0.570
C -0.20 -0.01 -0.19 0.553
N 0.18 1.07 0.78 -0.498
N -1.24 -0.70 -0.10 -0.614
H 0.94 -1.48 -0.89 0.274
H 1.78 -0.14 -0.17 0.272
H -0.20 0.87 1.71 0.199
H 0.53 1.85 0.44 0.168
H -1.55 -0.38 0.88 0.215
```

Calculated values
SMILES string: N=C(N)N
Highest occupied orbital energy, eV: -9.29

#x
Entry from the OMol25 dataset: the molecule CH5N3 (ωB97M-V/def2-TZVPD).

```
9
Properties=species:S:1:pos:R:3:mulliken_charge:R:1
C -0.95 0.54 0.06 0.031
H 1.05 -0.90 0.80 0.263
H 1.19 -1.12 -0.74 0.282
H 0.82 1.51 0.18 0.227
H -1.42 1.54 -0.09 0.295
H -0.97 -1.36 -0.06 0.216
N 1.43 -0.34 0.01 -0.695
N 0.47 0.67 -0.13 -0.047
N -1.62 -0.53 -0.03 -0.572
```

Calculated values
SMILES string: [H]/N=C\NN
Highest occupied orbital energy, eV: -9.52

Energies relative to the most stable structure are #w 0.000; #x 0.430, reported in eV.

#w
Entry from the OMol25 dataset: a structure of composition CH5N3 (ωB97M-V/def2-TZVPD).

```
9
Properties=species:S:1:pos:R:3:mulliken_charge:R:1
C 0.63 -0.21 -0.30 -0.092
H -1.25 -1.06 0.80 0.285
H -2.47 -0.37 -0.61 0.262
H -0.34 1.08 0.94 0.369
H 0.50 -1.24 -0.82 0.333
H 2.27 0.78 0.46 0.245
N -1.67 -0.21 0.26 -0.534
N -0.48 0.69 -0.31 -0.379
N 1.79 -0.19 0.19 -0.489
```

Calculated values
Highest occupied orbital energy, eV: -9.59

#x
Entry from the OMol25 dataset: the molecule CH5N3 (ωB97M-V/def2-TZVPD).

```
9
Properties=species:S:1:pos:R:3:mulliken_charge:R:1
C 0.81 -0.35 -0.07 0.050
H -1.62 -0.60 0.91 0.242
H -1.90 -0.51 -0.74 0.253
H -0.17 1.43 0.12 0.237
H 0.57 -1.42 -0.23 0.316
H 2.16 0.99 0.11 0.199
N -1.59 0.00 0.07 -0.569
N -0.31 0.46 -0.19 -0.140
N 2.04 -0.01 0.04 -0.588
```

Calculated values
SMILES string: [H]/N=C\NN
Highest occupied orbital energy, eV: -9.38

Energies relative to the most stable structure are #w 3.272; #x 0.000, reported in eV.